This record from the OMol25 dataset describes C33H28BrIrN7O4S2 as an isolated structure. The level of theory is ωB97M-V/def2-TZVPD.

```
76
Properties=species:S:1:pos:R:3:mulliken_charge:R:1
Ir 0.618 -0.023 -0.012 2.77
Br 2.825 2.090 2.994 -0.11
S 3.164 -1.894 3.512 -0.03
S 0.478 -0.641 3.481 -0.13
O 2.129 -0.766 -1.184 -1.39
O 2.809 2.814 -1.250 -0.65
O 5.205 -3.145 0.490 -0.71
O 1.473 1.798 0.236 -0.71
N 1.887 -1.174 1.300 1.20
N -1.778 2.719 -1.849 -0.08
N -0.614 -1.788 0.128 -0.18
N 2.979 -1.733 0.695 -0.90
N -1.256 0.711 1.212 -0.77
N -1.668 -2.867 1.731 -0.03
N -0.685 0.864 -1.400 -0.17
C 5.993 -3.553 -1.674 -0.75
C 2.527 -1.304 5.111 -0.54
C -1.145 2.355 -3.038 0.60
C -1.445 1.813 -0.917 0.40
C -2.187 -0.423 1.381 -0.52
C 0.703 -3.764 -0.746 -0.41
C 3.855 1.453 0.362 1.06
C 2.998 -1.511 -0.582 1.74
C -1.092 2.939 -4.297 -1.09
C -0.452 1.185 -2.739 0.06
C 4.008 -1.975 -2.780 -0.75
C -1.807 1.880 0.514 -1.25
C 4.919 -2.595 -3.604 -0.92
C -0.298 2.307 -5.233 -0.47
C 4.047 -2.151 -1.390 0.13
C 2.649 2.095 -0.297 -0.14
C 4.804 0.886 -0.485 -0.61
C 0.412 1.135 -4.933 -0.90
C 0.347 0.553 -3.684 -0.06
C 0.930 -5.105 -0.518 -0.69
C 0.304 -5.783 0.540 -0.58
C -0.186 -3.116 0.105 0.42
C 4.055 1.361 1.737 0.11
C 5.911 -3.398 -3.041 -0.51
C 5.172 0.721 2.254 -0.44
C 6.080 0.123 1.395 -0.80
C -0.839 -3.808 1.126 0.79
C 1.013 -1.323 5.077 -0.70
C -1.483 -1.695 1.100 -0.23
C 1.856 -1.228 2.579 -0.55
C -0.595 -5.153 1.376 -1.09
C 5.893 0.199 0.024 -0.50
C 5.066 -2.942 -0.828 0.25
H 1.598 -5.652 -1.170 0.48
H 1.033 0.691 -5.699 0.43
H 3.237 -1.337 -3.192 0.37
H -1.633 3.847 -4.527 0.42
H 0.625 -2.336 5.167 0.30
H 6.764 -4.160 -1.218 0.49
H -1.092 -5.687 2.176 0.45
H -2.888 1.972 0.645 0.62
H 4.460 -2.702 0.948 0.61
H 5.332 0.708 3.324 0.50
H 0.588 -0.698 5.860 0.44
H 1.180 -3.229 -1.558 0.41
H -1.342 2.776 0.929 0.42
H 6.626 -3.899 -3.680 0.41
H -0.216 2.730 -6.225 0.40
H 4.655 0.978 -1.553 0.54
H -2.333 3.545 -1.706 0.24
H -2.636 -0.446 2.375 0.38
H 6.935 -0.401 1.803 0.40
H 4.862 -2.465 -4.676 0.47
H -2.991 -0.317 0.649 0.46
H 6.601 -0.265 -0.650 0.48
H -2.309 -3.040 2.487 0.25
H 2.911 -0.298 5.273 0.27
H 0.907 -0.335 -3.422 0.38
H 2.910 -1.980 5.873 0.48
H 0.516 -6.834 0.685 0.41
H -0.892 1.007 2.111 0.30
```

ΔE to the lowest compared entry with this formula, charge and spin	111.3	kJ/mol
max |F|	0.052	Eh/bohr
total charge	+1
2S+1	1
electronic energy	-5433.2575	Ha
gap between HOMO and LUMO	7.716	eV
E_LUMO	-2.582	eV
HOMO	-10.3	eV